1.
{"formula": "C7H11N3O2", "method": "the ωB97M-V functional and the def2-TZVPD basis", "multiplicity": 1, "smiles": "CC/C(N)=N/C=C\\N=C/C(=O)O", "homo_ev": -7.74, "orbital_gap_ev": 7.600, "symbols": ["O", "O", "N", "N", "N", "C", "C", "C", "C", "C", "C", "C", "H", "H", "H", "H", "H", "H", "H", "H", "H", "H", "H"], "positions_angstrom": [[-1.628029, -2.177353, 1.060024], [-0.478529, -2.783163, -0.858711], [1.200166, -1.442652, 2.004276], [1.291843, 0.597412, -0.396482], [-0.638210, 0.597218, 0.920117], [0.831697, -1.923625, 0.858714], [-0.700768, 0.995490, -1.474408], [0.025384, 0.660952, -0.137090], [-0.353015, 0.409662, 2.200648], [-0.282977, 2.409180, -1.999403], [0.413001, -0.589285, 2.715670], [-0.594010, -2.235193, 0.366118], [-1.381399, -2.933526, -1.390833], [-0.691859, 1.118064, 2.932715], [-1.051736, 3.132326, -2.096740], [1.820684, 0.341585, 0.454229], [-0.518538, 0.203548, -2.173875], [0.219898, 2.431366, -2.958017], [0.528842, -0.718468, 3.751075], [1.480646, -2.267299, 0.150588], [0.460461, 2.780749, -1.289036], [1.833204, 0.270549, -1.177956], [-1.786756, 1.122461, -1.461625]], "forces_ev_per_a": [[2.8, -0.2, -2.5], [-2.5, -0.1, -2.1], [0.2, -0.7, -2.8], [5.4, -0.9, 3.1], [-1.3, 1.1, -0.4], [-2.6, 0.6, 2.4], [-1.0, 1.4, 0.0], [-4.4, 1.0, -3.8], [1.7, -1.3, 1.7], [1.9, -0.8, 0.5], [-0.9, 0.0, -0.2], [-2.2, 0.2, 3.0], [2.6, 0.5, 2.4], [-0.5, 0.4, 0.0], [-1.1, 0.4, 0.3], [-0.1, 0.4, -0.6], [0.4, -0.4, -0.6], [0.2, -0.4, -0.3], [0.1, 0.3, 1.3], [2.4, -1.2, -1.2], [-0.1, 0.4, -0.1], [-1.0, 0.3, -0.8], [0.1, -0.8, 1.0]], "nbo_charge": [-0.57, -0.70, -0.37, -0.82, -0.51, -0.03, -0.46, 0.49, 0.00, -0.61, -0.12, 0.71, 0.52, 0.20, 0.21, 0.40, 0.20, 0.21, 0.20, 0.18, 0.21, 0.42, 0.23]}


2.
{"formula": "CH3N3O3", "method": "the ωB97M-V functional and the def2-TZVPD basis", "multiplicity": 1, "homo_ev": [-10.91, -10.91], "orbital_gap_ev": [9.076, 9.075], "symbols": ["O", "O", "O", "N", "N", "N", "C", "H", "H", "H"], "positions_angstrom": [[2.440331, -0.979189, 0.320596], [3.188205, 1.038638, 0.326919], [-1.162312, 1.314704, 0.578419], [2.429275, 0.207178, -0.001358], [-0.304532, -0.430367, -0.607041], [1.401777, 0.586891, -0.847025], [-1.185184, 0.266802, -0.007036], [0.904666, 1.433680, -0.799038], [-2.069194, -0.340048, -0.097964], [-0.182063, -0.853312, -1.510851]], "forces_ev_per_a": [[0.1, 1.1, -0.6], [1.7, 2.0, 0.2], [0.5, 0.5, 0.3], [-2.5, -2.6, 1.1], [8.1, 0.2, -1.6], [-3.3, -3.9, -1.4], [-2.6, 1.6, 0.7], [0.3, 2.0, 1.2], [-1.5, -0.5, 0.1], [-0.9, -0.3, -0.1]], "nbo_charge": [-0.39, -0.33, -0.57, 0.62, -0.43, -0.37, 0.48, 0.40, 0.15, 0.44]}


Energy (eV)
-15999.9237; -11691.1435
ΔE to the lowest compared entry with this formula, charge and spin (eV)
2.935; 4.740